[1]
{
  "formula": "C4H9NS",
  "method": "the ωB97M-V functional and the def2-TZVPD basis",
  "species": ["C", "C", "C", "N", "C", "S", "H", "H", "H", "H", "H", "H", "H", "H", "H"],
  "xyz": [[0.0441, 1.4151, -0.6622], [0.6780, 0.0437, -0.3408], [-0.3869, -1.0779, -0.4926], [-1.8267, -0.5055, 0.0306], [1.2616, 0.1776, 0.9408], [2.4258, -0.5325, -0.3729], [0.9978, 1.9526, -0.9781], [-0.7008, 1.8553, 0.3551], [-0.7940, 1.2129, -1.5852], [-0.4689, -1.5092, -1.4658], [0.2005, -1.9433, 0.1036], [-2.3391, -1.4726, -0.0160], [-1.6616, -0.1118, 1.1299], [1.7583, 0.9087, 1.7465], [0.8120, -0.4128, 1.6071]],
  "lowdin_charge": [-0.120, -0.911, -0.235, -0.054, -0.423, 0.811, 0.077, 0.158, 0.123, 0.083, 0.121, 0.079, 0.131, 0.146, 0.014],
  "total_energy_ev": -16614.333,
  "largest_force_ev_per_a": 5.0,
  "smiles": "C[C@]1(CN)CS1",
  "e_above_lowest_ev": 5.121,
  "charge": 0,
  "e_homo_ev": -8.99,
  "homo_lumo_gap_ev": 9.663,
  "e_lumo_ha": 0.0248
}

=====

[2]
{
  "formula": "C4H9NS",
  "method": "the ωB97M-V functional and the def2-TZVPD basis",
  "species": ["C", "N", "C", "C", "S", "C", "H", "H", "H", "H", "H", "H", "H", "H", "H"],
  "xyz": [[-2.6112, -0.2701, -0.1255], [-1.4006, 0.3984, -0.4843], [-0.3999, 0.2324, 0.6116], [0.3756, -1.0943, 0.2941], [1.8733, -0.1799, -0.3034], [0.7877, 1.1367, 0.2320], [-2.2857, -1.1343, 0.3105], [-3.2713, 0.1877, 0.5039], [-3.2109, -0.5139, -0.8895], [-1.6127, 1.3368, -0.5928], [-0.8228, 0.3794, 1.6373], [0.6185, -1.8369, 1.1395], [-0.0617, -1.7209, -0.5325], [1.2509, 1.6314, 1.1286], [0.3148, 1.7316, -0.5334]],
  "lowdin_charge": [-0.119, -0.081, -0.427, -0.413, 0.805, -0.472, 0.058, 0.061, 0.049, 0.072, 0.147, 0.089, 0.080, 0.087, 0.064],
  "total_energy_ev": -16617.294,
  "largest_force_ev_per_a": 4.1,
  "smiles": "CNC1CSC1",
  "e_above_lowest_ev": 2.160,
  "charge": 0,
  "e_homo_ev": -8.44,
  "homo_lumo_gap_ev": 9.474,
  "e_lumo_ha": 0.0380
}

=====

[3]
{
  "formula": "C4H9NS",
  "method": "the ωB97M-V functional and the def2-TZVPD basis",
  "species": ["C", "C", "N", "S", "C", "C", "H", "H", "H", "H", "H", "H", "H", "H", "H"],
  "xyz": [[-0.7066, -2.9751, 1.1398], [-0.7732, -1.8799, 0.1942], [-0.0371, -0.8728, 0.3866], [0.0965, 0.3691, -0.7009], [0.7369, 1.7099, 0.2484], [0.5772, 2.9405, -0.6329], [-0.4663, -3.8887, 0.6276], [-0.0138, -2.7388, 1.9407], [-1.7071, -3.0484, 1.6728], [-1.5941, -2.0721, -0.5256], [1.7480, 1.5553, 0.6439], [0.1073, 1.9836, 1.0953], [-0.4680, 3.0040, -0.8967], [0.9563, 3.7687, -0.1668], [1.1469, 2.8681, -1.5788]],
  "lowdin_charge": [-0.110, -0.369, -0.334, 0.887, -0.568, -0.198, 0.069, 0.073, 0.100, 0.120, 0.080, 0.076, 0.060, 0.038, 0.077],
  "total_energy_ev": -16618.050,
  "largest_force_ev_per_a": 3.1,
  "smiles": "C/C=N/SCC",
  "e_above_lowest_ev": 1.404,
  "charge": 0,
  "e_homo_ev": -8.13,
  "homo_lumo_gap_ev": 9.271,
  "e_lumo_ha": 0.0420
}

=====

[4]
{
  "formula": "C4H9O2",
  "method": "the ωB97M-V functional and the def2-TZVPD basis",
  "species": ["C", "C", "H", "H", "H", "H", "H", "H", "C", "C", "O", "O", "H", "H", "H"],
  "xyz": [[-0.5672, -1.1747, 0.7488], [-1.2907, -2.5016, 1.1113], [-0.6319, -0.5315, 1.6382], [0.4993, -1.3379, 0.5368], [-0.9584, -0.6500, -0.1277], [-1.6311, -3.0489, 0.2300], [-2.1494, -2.0846, 1.6458], [-0.7942, -3.1840, 1.7846], [0.6453, 2.3127, -1.5999], [1.7354, 1.7346, -0.4884], [2.3831, 2.6618, 0.0145], [1.5269, 0.5433, -0.1825], [0.8176, 1.7440, -2.5162], [0.6366, 3.3634, -1.8540], [-0.2213, 2.1534, -0.9412]],
  "lowdin_charge": [-0.181, -0.181, 0.064, 0.043, 0.062, 0.047, 0.044, 0.043, -0.061, -0.764, -0.099, -0.107, 0.031, 0.019, 0.041],
  "total_energy_ev": -8389.612,
  "largest_force_ev_per_a": 2.8,
  "e_above_lowest_ev": 0.880,
  "charge": -1,
  "e_homo_ev": -3.51,
  "homo_lumo_gap_ev": 7.346,
  "e_lumo_ha": 0.1411
}

=====

[5]
{
  "formula": "C4H9O2",
  "method": "the ωB97M-V functional and the def2-TZVPD basis",
  "species": ["O", "C", "C", "C", "C", "O", "H", "H", "H", "H", "H", "H", "H", "H", "H"],
  "xyz": [[-0.8778, -0.3161, -2.0644], [-1.1601, 0.6661, -1.2356], [-1.3721, 0.3519, 0.2743], [-0.1733, -0.3912, 0.8301], [1.1960, 0.3014, 0.8313], [2.2044, -0.6758, 1.2303], [-0.3930, 1.4817, -1.0970], [-2.1037, 1.2455, -1.6032], [-1.6402, 1.2071, 0.9591], [-2.3109, -0.2245, 0.4386], [-0.2704, -0.8685, 1.8265], [-0.0855, -1.1751, 0.0225], [1.5228, 0.6595, -0.1265], [1.1842, 1.1135, 1.5752], [2.4464, -1.2553, 0.4699]],
  "lowdin_charge": [-0.329, -0.608, -0.259, -0.242, -0.260, -0.137, 0.064, 0.083, 0.093, 0.089, 0.104, 0.106, 0.096, 0.110, 0.089],
  "total_energy_ev": -8387.829,
  "largest_force_ev_per_a": 2.2,
  "smiles": "[O-]CCCCO",
  "e_above_lowest_ev": 2.663,
  "charge": -1,
  "e_homo_ev": -2.40,
  "homo_lumo_gap_ev": 6.290,
  "e_lumo_ha": 0.1431
}

=====

[6]
{
  "formula": "C4H9O2",
  "method": "the ωB97M-V functional and the def2-TZVPD basis",
  "species": ["C", "C", "O", "O", "H", "H", "H", "C", "C", "H", "H", "H", "H", "H", "H"],
  "xyz": [[-1.2078, 0.4348, 1.4952], [-2.0268, 1.7400, 1.4632], [-1.4399, 2.8511, 1.4983], [-3.2694, 1.5596, 1.3426], [-1.5961, -0.2243, 2.2680], [-0.1713, 0.6206, 1.7941], [-1.3385, -0.0156, 0.5142], [1.0661, -1.1030, -1.9750], [1.6967, -0.7468, -0.6477], [1.3882, -0.4095, -2.7479], [1.1304, -2.1505, -2.2598], [-0.0145, -0.9017, -1.9597], [1.0871, -0.1431, 0.0251], [2.5196, -0.0295, -0.8084], [2.1762, -1.4822, -0.0021]],
  "lowdin_charge": [-0.070, -0.805, -0.120, -0.133, 0.051, 0.047, 0.052, -0.170, -0.176, 0.057, 0.055, 0.061, 0.036, 0.060, 0.058],
  "total_energy_ev": -8389.951,
  "largest_force_ev_per_a": 2.2,
  "e_above_lowest_ev": 0.540,
  "charge": -1,
  "e_homo_ev": -3.62,
  "homo_lumo_gap_ev": 7.246,
  "e_lumo_ha": 0.1331
}

=====

[7]
{
  "formula": "C4H9O2",
  "method": "the ωB97M-V functional and the def2-TZVPD basis",
  "species": ["C", "C", "H", "H", "H", "H", "H", "H", "C", "C", "O", "O", "H", "H", "H"],
  "xyz": [[-1.1484, 0.1705, 1.5830], [-0.0157, 0.8572, 2.3637], [-0.7508, -0.7070, 1.0582], [-2.0574, 0.0118, 2.1497], [-1.3006, 0.7037, 0.6351], [0.8057, 0.9762, 1.6606], [-0.1771, 1.8766, 2.7409], [0.1975, 0.2166, 3.2109], [0.6927, -0.3000, -2.7922], [0.4861, -0.9674, -1.4200], [-0.6373, -1.4433, -1.1005], [1.5239, -0.9897, -0.7109], [1.5963, -0.7454, -3.2134], [0.8856, 0.7624, -2.6338], [-0.1005, -0.4220, -3.5313]],
  "lowdin_charge": [-0.178, -0.179, 0.042, 0.048, 0.059, 0.056, 0.045, 0.046, -0.065, -0.793, -0.117, -0.114, 0.051, 0.053, 0.047],
  "total_energy_ev": -8390.141,
  "largest_force_ev_per_a": 1.8,
  "e_above_lowest_ev": 0.350,
  "charge": -1,
  "e_homo_ev": -3.88,
  "homo_lumo_gap_ev": 8.139,
  "e_lumo_ha": 0.1565
}

=====

[8]
{
  "formula": "C4H9O2",
  "method": "the ωB97M-V functional and the def2-TZVPD basis",
  "species": ["C", "C", "H", "H", "H", "H", "H", "H", "C", "C", "O", "O", "H", "H", "H"],
  "xyz": [[-0.5397, -1.8377, 0.3543], [0.7059, -2.6704, 0.0107], [-1.4395, -2.3128, 0.1736], [-0.4358, -1.6000, 1.4703], [-0.5407, -0.9422, -0.2911], [1.4504, -1.9060, -0.2444], [0.6186, -3.1759, -0.9973], [1.0105, -3.4691, 0.7027], [-0.7652, 2.7308, 0.1089], [0.5973, 2.3396, -0.4461], [1.5793, 3.0462, -0.2795], [0.6812, 1.3025, -1.1766], [-1.5581, 2.0158, -0.1854], [-0.7435, 3.7062, -0.3715], [-0.6208, 2.7729, 1.1713]],
  "lowdin_charge": [-0.171, -0.178, 0.022, 0.092, 0.047, 0.055, 0.073, 0.064, 0.035, -0.671, 0.109, 0.243, 0.097, 0.098, 0.086],
  "total_energy_ev": -8386.376,
  "largest_force_ev_per_a": 2.8,
  "e_above_lowest_ev": 0.533,
  "charge": 0,
  "e_homo_ev": [-11.28, -10.68],
  "spin_multiplicity": 2,
  "homo_lumo_gap_ev": [12.084, 7.525],
  "e_lumo_ha": [0.0296, -0.1160]
}

=====

[9]
{
  "formula": "C4H9O2P",
  "method": "the ωB97M-V functional and the def2-TZVPD basis",
  "species": ["C", "C", "O", "C", "O", "C", "P", "H", "H", "H", "H", "H", "H", "H", "H", "H"],
  "xyz": [[-2.1015, 0.8171, -0.2895], [-1.1140, -0.2553, 0.1720], [-1.5491, -1.5604, -0.1275], [0.2524, 0.0000, -0.4380], [0.8842, 1.2232, -0.1876], [1.5411, 0.1792, 0.4904], [3.1669, -0.3476, -0.1732], [-3.0855, 0.6212, 0.1310], [-2.1704, 0.8351, -1.3749], [-1.7575, 1.7881, 0.0544], [-1.0388, -0.2237, 1.2658], [-1.9187, -1.5761, -1.0181], [0.4374, -0.4200, -1.4232], [1.3552, 0.1451, 1.5586], [3.1899, -1.5363, 0.5522], [3.9084, 0.3103, 0.8075]],
  "lowdin_charge": [-0.032, -0.416, -0.023, -0.241, -0.093, -0.521, 0.833, 0.083, 0.085, 0.083, 0.149, 0.095, 0.137, 0.099, -0.115, -0.122],
  "total_energy_ev": -17675.544,
  "largest_force_ev_per_a": 3.0,
  "smiles": "C[C@@H](O)[C@H]1O[C@@H]1P",
  "e_above_lowest_ev": 3.473,
  "charge": 0,
  "e_homo_ev": -9.76,
  "homo_lumo_gap_ev": 10.708,
  "e_lumo_ha": 0.0348
}

=====

[10]
{
  "formula": "C4H9O2S",
  "method": "the ωB97M-V functional and the def2-TZVPD basis",
  "species": ["C", "S", "C", "H", "H", "H", "H", "H", "H", "O", "C", "O", "C", "H", "H", "H"],
  "xyz": [[2.2848, 0.0025, -0.7550], [1.6294, -1.6437, -1.1347], [-0.0678, -1.1327, -1.5449], [1.5583, 0.5267, -0.1323], [2.4526, 0.5605, -1.6699], [3.2301, -0.1332, -0.2253], [-0.6287, -2.0468, -1.7332], [-0.4510, -0.5679, -0.6945], [-0.0361, -0.5484, -2.4682], [-1.6901, -0.1629, 1.1672], [-1.3399, 1.0359, 1.0842], [-0.4698, 1.5315, 0.3351], [-2.0803, 2.0331, 1.9969], [-1.5309, 2.9728, 2.0500], [-3.0658, 2.2349, 1.5747], [-2.2242, 1.6114, 2.9933]],
  "lowdin_charge": [-0.440, 0.661, -0.421, 0.010, 0.021, 0.016, 0.020, -0.010, 0.029, -0.092, -0.788, -0.099, -0.060, 0.049, 0.053, 0.052],
  "total_energy_ev": -19225.880,
  "largest_force_ev_per_a": 0.6,
  "e_above_lowest_ev": 0.269,
  "charge": -1,
  "e_homo_ev": -4.24,
  "homo_lumo_gap_ev": 7.698,
  "e_lumo_ha": 0.1270
}

=====

[11]
{
  "formula": "C4H9O2Si",
  "method": "the ωB97M-V functional and the def2-TZVPD basis",
  "species": ["C", "C", "C", "C", "O", "O", "Si", "H", "H", "H", "H", "H", "H", "H", "H", "H"],
  "xyz": [[-1.5124, -0.4336, -0.0268], [0.5998, -0.6283, 1.3407], [0.8227, -1.1171, -1.3144], [-0.0534, -0.1291, 0.0925], [-2.1264, 0.7247, -0.2101], [-2.0603, -1.5176, 0.0904], [-0.3398, 1.7597, -0.2216], [1.6852, -0.5011, 1.5715], [0.4647, -1.7003, 1.6125], [0.1601, -0.1361, 2.3265], [1.5585, -1.7037, -0.7822], [1.3238, -0.3282, -2.0140], [-0.0010, -1.5478, -1.7949], [0.9187, 2.5381, -0.1016], [-0.8203, 2.3744, 1.0327], [-0.6199, 2.3461, -1.6011]],
  "lowdin_charge": [-0.722, -0.173, 0.010, -0.432, -0.194, 0.001, 0.463, 0.064, 0.070, 0.104, 0.019, 0.060, 0.004, -0.143, -0.066, -0.065],
  "total_energy_ev": -16266.298,
  "largest_force_ev_per_a": 5.2,
  "e_above_lowest_ev": 1.375,
  "charge": -1,
  "e_homo_ev": -4.51,
  "homo_lumo_gap_ev": 8.307,
  "e_lumo_ha": 0.1397
}

=====

[12]
{
  "formula": "C4H9O3S",
  "method": "the ωB97M-V functional and the def2-TZVPD basis",
  "species": ["O", "C", "O", "C", "C", "C", "S", "H", "H", "H", "H", "H", "H", "H", "H", "H", "O"],
  "xyz": [[2.7838, 0.6264, -0.6110], [1.8680, 0.8730, 0.1907], [1.5406, 1.9887, 0.6772], [0.9534, -0.3084, 0.6032], [-0.2774, -0.3445, -0.3400], [-0.7067, -1.7541, -0.6888], [-1.7581, -1.7619, -2.1841], [0.6375, -0.1885, 1.6356], [1.5377, -1.2409, 0.5123], [-1.0880, 0.1864, 0.1644], [-0.0893, 0.2677, -1.2174], [0.1484, -2.4066, -0.8747], [-1.2601, -2.1967, 0.1298], [-2.6907, -2.6436, -1.8059], [-0.8304, 3.4769, 0.7678], [0.0098, 2.4219, 1.4247], [-0.7786, 3.0043, 1.6163]],
  "lowdin_charge": [-0.058, -0.735, -0.089, -0.134, -0.289, -0.574, 0.664, 0.098, 0.100, 0.105, 0.101, 0.061, 0.067, -0.183, 0.019, -0.011, -0.139],
  "total_energy_ev": -21273.754,
  "largest_force_ev_per_a": 0.9,
  "e_above_lowest_ev": 0.263,
  "charge": -1,
  "e_homo_ev": -4.61,
  "homo_lumo_gap_ev": 7.495,
  "e_lumo_ha": 0.1061
}

=====

[13]
{
  "formula": "C4H9O4",
  "method": "the ωB97M-V functional and the def2-TZVPD basis",
  "species": ["O", "C", "O", "C", "C", "C", "O", "H", "H", "H", "H", "H", "H", "H", "H", "H", "O"],
  "xyz": [[-0.3963, -1.6788, -1.1537], [-1.0944, -0.7932, -0.6013], [-2.2306, -0.8919, -0.1113], [-0.5167, 0.7152, -0.6166], [0.4022, 0.9648, 0.5451], [1.0506, 2.3608, 0.4598], [-0.2145, 0.9674, 1.8750], [-0.1635, 0.8896, -1.6297], [-1.3995, 1.3942, -0.5308], [1.1931, 0.1943, 0.6903], [0.9670, 2.7809, -0.5424], [2.1133, 2.2804, 0.7015], [0.5103, 2.9572, 1.1732], [-0.9810, 0.3745, 1.7908], [1.8091, -2.4757, -0.0818], [1.4989, -1.2596, -0.9187], [2.2424, -1.7240, -0.4847]],
  "lowdin_charge": [-0.085, -0.709, -0.067, -0.101, -0.426, -0.057, -0.082, 0.104, 0.120, 0.125, 0.064, 0.068, 0.063, 0.075, 0.017, -0.002, -0.107],
  "total_energy_ev": -12485.699,
  "largest_force_ev_per_a": 2.5,
  "e_above_lowest_ev": 0.721,
  "charge": -1,
  "e_homo_ev": -4.55,
  "homo_lumo_gap_ev": 8.496,
  "e_lumo_ha": 0.1451
}

=====

[14]
{
  "formula": "C4H9OP",
  "method": "the ωB97M-V functional and the def2-TZVPD basis",
  "species": ["C", "C", "C", "C", "O", "P", "H", "H", "H", "H", "H", "H", "H", "H", "H"],
  "xyz": [[-2.2293, -0.6804, 0.7163], [1.5055, 0.5260, -0.1632], [0.9020, -0.5225, -1.1385], [0.6711, 0.1729, 1.0871], [-1.0593, 1.0260, -0.8317], [-0.7312, -0.3275, -0.0405], [-2.8829, -0.8397, -0.0483], [-2.2164, -1.5657, 1.2357], [2.6750, 0.6453, -0.1375], [1.1711, 1.4215, -0.6413], [0.7552, -0.1529, -2.1033], [1.2787, -1.5121, -1.1935], [1.3184, -0.6758, 1.7043], [0.5859, 1.0480, 1.7890], [-1.7440, 1.4369, -0.2346]],
  "lowdin_charge": [-0.212, -0.331, -0.198, -0.266, -0.253, 0.759, -0.062, -0.056, 0.140, 0.065, 0.043, 0.054, 0.140, 0.083, 0.095],
  "total_energy_ev": -15627.480,
  "largest_force_ev_per_a": 3.3,
  "e_above_lowest_ev": 2.155,
  "charge": 0,
  "e_homo_ev": -8.30,
  "homo_lumo_gap_ev": 9.126,
  "e_lumo_ha": 0.0303
}

=====

[15]
{
  "formula": "C4H9OS",
  "method": "the ωB97M-V functional and the def2-TZVPD basis",
  "species": ["C", "C", "C", "O", "H", "H", "H", "H", "H", "H", "C", "S", "H", "H", "H"],
  "xyz": [[-0.1176, 1.5080, 2.1853], [-0.7264, 0.2934, 1.6072], [-1.1359, 0.1742, 0.3200], [-1.7236, -0.9181, -0.2651], [0.9534, 1.3341, 2.2909], [-0.1131, 2.3025, 1.3803], [-0.5713, 1.9227, 3.1348], [-0.8154, -0.5876, 2.2346], [-1.1211, 1.0401, -0.3852], [-0.8287, -1.4128, -0.5380], [1.2707, -1.0492, -2.4953], [0.9363, -2.0399, -1.0122], [2.2844, -0.6880, -2.4722], [1.1451, -1.6862, -3.3924], [0.5632, -0.1931, -2.5928]],
  "lowdin_charge": [-0.159, -0.197, -0.305, -0.174, 0.055, 0.075, 0.073, 0.095, 0.111, -0.091, -0.667, 0.225, -0.031, -0.013, 0.003],
  "total_energy_ev": -17176.611,
  "largest_force_ev_per_a": 2.0,
  "e_above_lowest_ev": 0.769,
  "charge": -1,
  "e_homo_ev": -2.75,
  "homo_lumo_gap_ev": 6.729,
  "e_lumo_ha": 0.1463
}